Molecular formula: C2H4N2S3
Method: DFT, ωB97M-V with the def2-TZVPD basis set

The value obtained for the relative energy (zero: lowest compared OMol25 entry of this formula, charge and spin) is 291.3 kJ/mol. The strongest force on any atom is 3.44 eV Å⁻¹. The SMILES is SC1=CN(S)NS1. The calculation puts the HOMO-LUMO gap at 8.099 eV.

Each line ends with the natural charge from an NBO analysis.
CARTESIAN COORDINATES (ANGSTROEM)
S 0.981 1.708 2.241  0.047
C 0.510 0.516 0.971  -0.385
C -0.224 0.841 -0.106  -0.126
N -0.608 -0.260 -0.928  -0.394
S 0.069 -0.234 -2.564  0.141
N -0.325 -1.488 -0.264  -0.581
S 0.739 -1.185 1.060  0.432
H 1.555 0.585 2.992  0.156
H -0.642 1.790 -0.151  0.223
H -0.955 -0.324 -3.448  0.116
H -1.100 -1.950 0.198  0.372

Atoms 1-3, force components in eV/Å:
S 0.94 -3.26 0.56
C -0.93 1.47 -0.33
C 0.95 -1.65 1.29


Molecular formula: C26H41MnN3OSi2Te
Method: DFT, ωB97M-V with the def2-TZVPD basis set

Its charge is +2. Its spin multiplicity is 4. The strongest force on any atom is 1.47 eV Å⁻¹. The calculation puts the HOMO-LUMO gap (alpha / beta) at 5.747 / 7.720 eV.

Each line ends with the Mulliken charge.
CARTESIAN COORDINATES (ANGSTROEM)
Mn 1.290 -0.623 0.231  -0.404
O 4.984 -1.012 1.573  -0.600
C 3.793 -0.968 1.434  -0.103
N 3.122 -0.886 0.225  0.323
C 3.880 -0.845 -1.012  -0.654
C 2.896 -0.609 -2.111  0.368
C 3.236 -0.560 -3.453  -0.926
C 2.240 -0.398 -4.395  -0.350
C 0.909 -0.306 -3.989  -1.067
C 0.628 -0.363 -2.648  -0.496
N 1.609 -0.485 -1.732  0.675
C 2.812 -1.029 2.573  0.560
C 3.184 -1.238 3.877  -0.612
C 2.181 -1.332 4.835  -0.380
C 0.852 -1.228 4.450  -0.802
C 0.551 -1.017 3.119  -0.074
N 1.523 -0.905 2.206  0.473
H 4.408 -1.787 -1.182  0.480
H 4.641 -0.060 -0.981  0.458
H 4.274 -0.664 -3.742  0.563
H 2.490 -0.362 -5.447  0.457
H 0.104 -0.210 -4.704  0.530
H -0.385 -0.337 -2.269  0.872
H 4.236 -1.331 4.112  0.575
H 2.435 -1.501 5.874  0.469
H 0.050 -1.321 5.168  0.502
H -0.467 -0.962 2.757  0.405
C -0.567 -5.470 0.310  -1.587
C -1.408 -4.275 -0.161  1.818
C -1.828 -4.466 -1.625  -1.551
C -2.650 -4.120 0.728  -1.616
C -0.588 -3.054 -0.055  0.264
C 0.148 -2.091 0.036  -0.502
H -1.166 -6.378 0.236  0.417
H -0.255 -5.350 1.348  0.372
H 0.322 -5.595 -0.308  0.385
H -2.442 -5.364 -1.706  0.415
H -0.959 -4.588 -2.272  0.370
H -2.417 -3.619 -1.980  0.360
H -3.252 -5.027 0.661  0.500
H -3.265 -3.280 0.403  0.272
H -2.374 -3.971 1.773  0.313
C 0.796 5.252 -0.094  -1.013
Si 0.765 4.190 -1.610  0.081
C 0.039 5.057 -3.064  -1.052
C 2.425 3.443 -1.963  -0.828
C -0.395 2.699 -1.268  -0.473
Te 0.179 1.672 0.476  -0.188
C -1.447 2.151 1.727  -0.931
Si -3.110 1.221 1.462  -0.067
C -2.871 -0.550 1.940  -0.151
C -4.295 2.089 2.577  -1.028
C -3.593 1.349 -0.321  -0.909
H 1.455 6.109 -0.257  0.376
H 1.177 4.730 0.788  0.354
H -0.196 5.650 0.138  0.359
H 0.662 5.914 -3.335  0.368
H -0.962 5.434 -2.841  0.348
H -0.026 4.405 -3.938  0.352
H 3.166 4.218 -2.172  0.451
H 2.382 2.785 -2.836  0.222
H 2.802 2.869 -1.110  0.249
H -0.328 1.985 -2.091  0.265
H -1.442 2.962 -1.122  0.326
H -1.557 3.226 1.554  0.556
H -1.081 2.016 2.748  0.605
H -2.726 -0.658 3.019  0.454
H -2.034 -1.019 1.414  -0.657
H -3.764 -1.124 1.682  0.452
H -3.960 2.054 3.616  0.349
H -5.283 1.624 2.532  0.345
H -4.410 3.137 2.289  0.334
H -2.873 0.858 -0.982  0.226
H -3.714 2.387 -0.642  0.350
H -4.555 0.852 -0.473  0.406

Atoms 1-3, force components in eV/Å:
Mn 0.43 -1.39 -0.23
O 0.13 0.04 0.01
C -0.16 -0.20 -0.25


Molecular formula: C12H25N2O6
Method: DFT, ωB97M-V with the def2-TZVPD basis set

Its charge is +1. The strongest force on any atom is 6.17 eV Å⁻¹. The calculation puts the HOMO-LUMO gap at 9.113 eV.

Each line ends with the natural charge from an NBO analysis.
CARTESIAN COORDINATES (ANGSTROEM)
N -1.210 -0.070 1.614  -0.578
C -1.341 0.260 0.284  0.092
C -1.570 -0.822 -0.935  -0.513
C -0.413 -2.019 -0.997  -0.058
C -0.974 -3.462 -1.627  -0.442
C 0.455 -4.305 -1.427  -0.421
C 1.447 -3.112 -2.048  -0.287
N 0.735 -1.746 -1.992  -0.564
H -1.265 -1.108 1.706  0.325
H -1.285 1.425 0.030  0.234
H -1.564 -0.305 -2.009  0.243
H -2.646 -1.302 -0.807  0.275
H 0.006 -2.367 0.066  0.252
H -1.815 -3.932 -0.963  0.265
H -1.345 -3.380 -2.759  0.229
H 0.536 -5.331 -2.006  0.271
H 0.513 -4.463 -0.256  0.236
H 2.535 -3.168 -1.617  0.268
H 1.617 -3.483 -3.167  0.250
H 0.295 -1.682 -2.955  0.453
H 1.284 -0.916 -1.677  0.464
C 0.936 1.177 3.387  -0.254
O 2.046 0.912 4.243  -0.503
C 1.726 0.251 5.384  0.979
O 0.607 -0.114 5.712  -0.637
O 2.865 0.067 6.097  -0.496
C 2.679 -0.620 7.333  -0.258
H 1.307 1.708 2.506  0.183
H 0.472 0.242 3.056  0.198
H 0.203 1.816 3.891  0.201
H 2.286 -1.627 7.159  0.190
H 2.017 -0.053 7.995  0.197
H 3.655 -0.712 7.819  0.201
C -3.455 4.142 -3.797  -0.260
O -2.080 4.277 -4.152  -0.482
C -1.235 3.515 -3.414  0.991
O -1.555 2.759 -2.510  -0.672
O 0.029 3.739 -3.855  -0.485
C 1.032 2.998 -3.163  -0.252
H -4.039 4.796 -4.450  0.210
H -3.793 3.112 -3.948  0.188
H -3.618 4.457 -2.761  0.197
H 0.873 1.922 -3.289  0.159
H 1.048 3.267 -2.102  0.196
H 2.002 3.255 -3.598  0.211

Atoms 1-3, force components in eV/Å:
N -0.74 0.55 -6.10
C 0.51 -0.39 3.22
C 0.41 0.08 -0.39


Molecular formula: C5H10ClNO2
Method: DFT, ωB97M-V with the def2-TZVPD basis set

The value obtained for the relative energy (zero: lowest compared OMol25 entry of this formula, charge and spin) is 288.2 kJ/mol. The strongest force on any atom is 6.60 eV Å⁻¹. The calculation puts the HOMO-LUMO gap at 9.882 eV.

Each line ends with the natural charge from an NBO analysis.
CARTESIAN COORDINATES (ANGSTROEM)
C -0.651 -1.182 0.042  0.661
C 2.580 1.418 -0.190  -0.603
C 1.244 0.880 -0.164  -0.467
C -2.943 -0.515 -0.247  0.068
C 1.096 -0.437 0.459  -0.276
N -1.494 -0.300 0.000  -0.565
O -0.549 -2.486 -0.049  -0.686
O -3.660 0.497 0.412  -0.713
Cl 2.288 -1.659 0.261  -0.031
H 2.950 1.757 0.849  0.206
H 3.365 0.885 -0.665  0.213
H 2.604 2.384 -0.864  0.214
H 0.774 0.743 -1.135  0.221
H 0.739 1.698 0.480  0.234
H -3.333 -0.323 -1.258  0.176
H -3.240 -1.425 0.176  0.165
H 0.965 -0.306 1.492  0.200
H 0.357 -2.845 0.041  0.517
H -3.091 1.216 0.361  0.465

Atoms 1-3, force components in eV/Å:
C 6.38 1.20 1.20
C 2.94 4.23 -0.28
C -2.09 1.04 0.07


Molecular formula: C5H12NS
Method: DFT, ωB97M-V with the def2-TZVPD basis set

Its charge is +1. The value obtained for the relative energy (zero: lowest compared OMol25 entry of this formula, charge and spin) is 246.5 kJ/mol. The strongest force on any atom is 4.37 eV Å⁻¹. The calculation puts the HOMO-LUMO gap at 8.572 eV.

Each line ends with the natural charge from an NBO analysis.
CARTESIAN COORDINATES (ANGSTROEM)
C -1.436 -0.750 0.244  -0.432
C 2.153 0.214 0.255  0.238
C -2.404 -0.106 -0.406  -0.085
C 2.278 1.333 -0.696  -0.695
C -3.708 0.238 0.230  -0.646
N 3.104 -0.681 0.353  -0.711
S 0.178 -1.003 -0.449  0.127
H -1.689 -0.937 1.319  0.232
H 1.513 0.218 1.214  0.253
H -2.127 0.324 -1.336  0.202
H 1.336 1.899 -0.501  0.255
H 2.300 0.935 -1.643  0.252
H 3.067 1.989 -0.281  0.281
H -4.388 -0.335 -0.333  0.244
H -4.031 1.287 -0.087  0.247
H -3.624 -0.054 1.221  0.221
H 3.841 -0.837 -0.330  0.415
H 3.165 -1.490 0.965  0.426
H 0.472 -2.246 0.260  0.176

Atoms 1-3, force components in eV/Å:
C -0.74 0.38 1.40
C -0.50 -1.02 3.64
C 1.18 0.63 0.53


Molecular formula: C32H54N6O3RhSi
Method: DFT, ωB97M-V with the def2-TZVPD basis set

Its charge is +1. Its spin multiplicity is 5. The strongest force on any atom is 0.75 eV Å⁻¹. The calculation puts the HOMO-LUMO gap (alpha / beta) at 8.603 / 6.204 eV.

Each line ends with the Mulliken charge.
CARTESIAN COORDINATES (ANGSTROEM)
Rh 0.302 0.167 -0.120  -0.903
C 1.297 2.109 2.236  -1.057
N 0.137 1.706 3.001  0.410
C -0.672 2.800 3.522  -1.257
C -0.319 0.433 3.005  -0.908
N -0.094 -0.346 1.961  1.943
C -0.152 -1.761 1.980  -0.453
C 0.359 -2.547 3.004  -0.141
C 0.362 -3.928 2.889  -1.005
C -0.119 -4.533 1.735  -0.826
C -0.610 -3.757 0.697  -0.492
C -0.643 -2.373 0.815  -0.764
N -1.055 -1.509 -0.230  1.888
C -2.163 -1.710 -0.926  -0.377
N -3.172 -2.528 -0.513  0.621
C -3.918 -3.359 -1.444  -1.306
C -3.589 -2.661 0.866  -0.841
N -2.336 -1.126 -2.132  0.210
C -3.636 -0.591 -2.530  -1.193
C -1.220 -0.620 -2.901  -1.193
N -1.002 0.047 4.117  0.540
C -2.109 -0.886 4.100  -0.871
C -0.645 0.545 5.436  -1.258
H 1.893 2.798 2.838  0.538
H 1.014 2.610 1.305  0.405
H 1.907 1.237 2.018  -0.159
H -0.771 3.558 2.742  0.397
H -0.214 3.259 4.399  0.329
H -1.667 2.445 3.774  0.390
H 0.772 -2.070 3.884  0.580
H 0.763 -4.532 3.690  0.466
H -0.095 -5.609 1.636  0.466
H -0.962 -4.220 -0.216  0.585
H -3.504 -3.272 -2.443  0.391
H -4.974 -3.081 -1.470  0.386
H -3.847 -4.401 -1.120  0.378
H -2.966 -2.054 1.509  0.009
H -3.515 -3.700 1.192  0.295
H -4.626 -2.329 0.966  0.395
H -4.398 -0.857 -1.805  0.358
H -3.918 -0.972 -3.512  0.287
H -3.578 0.498 -2.577  0.471
H -0.390 -1.322 -2.865  0.364
H -0.891 0.368 -2.566  0.221
H -1.545 -0.513 -3.936  0.400
H -2.365 -1.141 3.079  -0.004
H -2.977 -0.420 4.572  0.415
H -1.862 -1.803 4.639  0.333
H 0.333 1.018 5.405  0.363
H -0.603 -0.301 6.125  0.395
H -1.377 1.261 5.818  0.371
O -4.366 3.623 -1.518  -0.666
C -4.304 2.711 -0.545  -0.032
C -5.495 2.383 0.113  -0.874
C -5.496 1.450 1.124  -0.862
C -4.313 0.814 1.508  -0.728
C -3.138 1.132 0.862  1.508
C -3.105 2.079 -0.166  -0.432
C -1.852 2.422 -0.877  0.610
O -1.860 3.219 -1.810  -0.858
O -0.736 1.838 -0.524  -0.191
H -3.449 3.733 -1.870  0.370
H -6.400 2.887 -0.195  0.471
H -6.425 1.212 1.626  0.455
H -4.326 0.084 2.306  0.447
H -2.213 0.648 1.144  0.006
C 2.152 -1.916 -1.934  -1.479
Si 2.602 -0.265 -1.112  1.446
C 3.925 -0.614 0.232  2.352
C 4.491 0.650 0.893  -1.900
C 5.101 -1.397 -0.368  -1.871
C 3.268 -1.487 1.311  -2.146
C 3.031 1.025 -2.462  2.204
C 4.049 0.422 -3.440  -1.771
C 3.599 2.320 -1.875  -1.682
C 1.763 1.379 -3.250  -2.025
H 1.712 -1.754 -2.917  0.353
H 1.460 -2.521 -1.347  0.207
H 3.063 -2.501 -2.071  0.514
H 5.254 1.121 0.274  0.452
H 4.967 0.383 1.841  0.476
H 3.737 1.407 1.103  0.285
H 5.619 -0.837 -1.147  0.338
H 4.803 -2.362 -0.777  0.368
H 5.828 -1.596 0.424  0.495
H 2.499 -0.939 1.858  0.126
H 4.022 -1.807 2.035  0.644
H 2.807 -2.388 0.899  0.319
H 4.994 0.173 -2.957  0.335
H 4.269 1.155 -4.222  0.497
H 3.671 -0.474 -3.933  0.315
H 4.578 2.170 -1.421  0.351
H 2.936 2.758 -1.126  0.181
H 3.719 3.058 -2.672  0.543
H 1.346 0.507 -3.757  0.266
H 2.007 2.111 -4.025  0.633
H 0.991 1.827 -2.620  0.360

Atoms 1-3, force components in eV/Å:
Rh -0.39 0.04 0.24
C 0.05 -0.02 0.00
N -0.06 0.01 0.04


- Which value of strongest force on any atom does entry 2 give?
  1.47 eV Å⁻¹


- What is the strongest force on any atom in the sixth record?
  0.75 eV Å⁻¹